108
Properties=species:S:1:pos:R:3:forces:R:3 method="wB97M-V/def2-TZVPD" total_charge=0 homo_lumo_gap_ev=6.4 homo_ev=-6.00
Sc -1.251 -0.447 0.704 -0.115 0.090 0.169
S -1.590 1.740 2.275 -0.409 -0.420 -0.752
P 0.267 1.121 2.670 0.246 -0.923 0.826
C 0.535 -0.516 2.121 0.353 1.809 -1.441
P 1.651 -0.496 0.802 0.293 -1.027 0.820
S 1.008 0.078 -1.016 -0.683 0.084 0.192
C 2.123 -2.267 0.738 0.049 0.070 -0.107
C 1.255 -3.213 1.279 -0.157 0.198 0.230
C 1.630 -4.545 1.336 0.044 -0.032 0.118
C 2.877 -4.937 0.866 -0.008 -0.083 0.036
C 3.735 -3.998 0.315 0.177 -0.084 -0.044
C 3.356 -2.669 0.238 -0.167 0.029 0.026
C 3.272 0.271 1.124 -0.262 -0.026 0.097
C 3.840 -0.077 2.345 0.063 -0.060 -0.046
C 5.065 0.442 2.708 0.139 -0.054 0.107
C 5.717 1.322 1.857 0.106 0.037 -0.036
C 5.142 1.681 0.649 0.182 -0.020 -0.036
C 3.914 1.159 0.275 -0.073 -0.250 0.000
C 0.428 1.071 4.475 -0.011 0.022 -0.139
C 0.270 2.232 5.221 -0.017 -0.076 -0.027
C 0.369 2.176 6.598 -0.016 0.133 0.138
C 0.621 0.965 7.227 0.028 -0.088 0.059
C 0.763 -0.194 6.481 0.001 0.013 0.253
C 0.663 -0.144 5.103 0.060 0.000 -0.135
C 1.422 2.440 2.174 -0.230 -0.233 -0.069
C 2.547 2.735 2.934 -0.069 0.025 0.020
C 3.441 3.691 2.489 0.057 0.128 0.084
C 3.217 4.350 1.291 -0.048 0.046 -0.008
C 2.092 4.056 0.536 0.040 0.118 -0.104
C 1.194 3.100 0.972 -0.185 -0.028 0.058
H 0.297 -2.886 1.688 0.351 -0.184 -0.054
H 0.967 -5.272 1.784 -0.055 -0.059 0.004
H 3.187 -5.969 0.952 0.027 -0.084 -0.021
H 4.715 -4.302 -0.028 0.060 -0.025 -0.063
H 4.023 -1.927 -0.183 0.099 -0.011 -0.003
H 3.293 -0.747 2.998 0.047 -0.037 0.099
H 5.515 0.169 3.653 0.009 -0.006 0.051
H 6.674 1.739 2.142 0.053 0.012 0.005
H 5.653 2.375 -0.003 0.011 0.065 -0.040
H 3.452 1.438 -0.661 -0.055 0.009 -0.038
H 0.067 3.166 4.712 -0.014 0.064 0.054
H 0.247 3.073 7.189 0.002 0.066 0.019
H 0.705 0.926 8.305 -0.012 0.007 0.057
H 0.949 -1.136 6.977 0.007 -0.050 0.027
H 0.764 -1.036 4.494 0.012 0.045 0.007
H 2.717 2.213 3.866 0.051 0.034 0.008
H 4.319 3.918 3.078 0.067 0.019 0.035
H 3.922 5.091 0.941 0.050 0.073 -0.007
H 1.914 4.577 -0.395 -0.001 0.034 -0.055
H 0.302 2.866 0.400 0.074 0.083 -0.007
C -2.851 -5.232 1.749 0.328 -0.195 0.355
N -3.435 -4.255 0.879 -0.149 0.811 -0.297
C -4.122 -4.499 -0.281 -0.424 0.081 -0.419
C -4.436 -3.303 -0.823 -0.120 -0.539 -0.210
N -3.930 -2.322 -0.007 0.267 -0.674 0.188
C -3.294 -2.918 1.028 -0.239 -0.098 0.164
S -2.489 -2.197 2.315 0.582 0.663 0.164
C -4.201 -0.933 -0.224 -1.337 0.326 -0.199
C -5.525 -0.642 -0.424 0.799 -0.848 0.231
C -5.896 0.714 -0.680 0.295 0.689 -0.133
C -4.947 1.650 -0.731 -0.244 -0.193 -0.071
C -3.483 1.338 -0.528 0.638 0.558 -0.137
N -3.156 -0.096 -0.259 0.394 0.123 0.213
H -3.322 -6.196 1.571 -0.015 0.032 0.007
H -2.992 -4.925 2.786 -0.027 -0.106 -0.087
H -1.779 -5.302 1.557 0.005 -0.034 0.002
H -4.338 -5.493 -0.615 -0.008 -0.132 -0.081
H -4.952 -3.053 -1.726 -0.076 0.023 -0.131
H -6.269 -1.419 -0.359 0.007 -0.088 0.062
H -6.941 0.946 -0.819 -0.101 0.178 -0.026
H -5.178 2.690 -0.910 -0.125 0.142 -0.024
H -3.156 1.921 0.361 -0.132 -0.116 -0.506
C -0.253 -1.409 -3.853 -0.193 0.184 0.010
N 0.418 -2.533 -3.268 0.293 -0.104 0.215
C 1.703 -2.968 -3.786 0.185 -0.011 -0.234
C 2.137 -4.070 -2.803 0.250 -0.296 -0.192
N 1.075 -4.044 -1.821 -0.011 0.354 -0.160
C 0.171 -3.082 -2.076 0.177 -0.514 -0.014
S -1.144 -2.799 -1.087 -0.679 0.193 0.446
H 0.389 -0.525 -3.787 -0.060 0.025 -0.040
H -1.177 -1.222 -3.307 0.043 0.027 -0.042
H -0.478 -1.619 -4.902 -0.011 0.019 0.040
H 2.400 -2.122 -3.798 -0.043 -0.085 -0.012
H 1.588 -3.343 -4.807 0.062 0.059 0.052
H 3.107 -3.860 -2.342 -0.150 -0.009 -0.091
H 2.182 -5.058 -3.275 0.075 0.187 -0.029
H 1.154 -4.470 -0.911 -0.077 0.132 -0.003
C -1.615 2.052 -5.133 -0.190 0.013 0.397
C -2.289 2.654 -3.905 -0.145 0.426 -0.403
C -3.481 3.504 -4.358 0.222 -0.292 0.160
O -2.836 1.607 -3.093 -0.055 -0.558 -0.178
B -2.672 1.958 -1.785 -0.629 -0.426 0.865
O -1.853 3.030 -1.632 0.200 0.502 0.379
C -1.342 3.416 -2.913 0.403 0.096 -0.406
C 0.106 2.930 -2.998 -0.401 0.028 0.127
C -1.377 4.938 -3.030 -0.060 -0.405 0.139
H -2.375 1.570 -5.743 -0.051 -0.043 -0.085
H -0.882 1.304 -4.851 0.155 -0.044 0.006
H -1.138 2.830 -5.722 0.095 0.070 -0.093
H -4.159 2.865 -4.919 -0.085 -0.034 -0.042
H -3.167 4.328 -4.991 0.011 0.145 -0.060
H -4.014 3.882 -3.490 -0.101 0.148 0.053
H 0.150 1.852 -2.868 0.053 -0.079 -0.077
H 0.684 3.374 -2.192 0.053 0.063 0.098
H 0.552 3.210 -3.947 0.115 0.009 -0.153
H -2.368 5.336 -2.835 -0.106 0.014 -0.003
H -1.064 5.239 -4.027 0.077 0.107 -0.123
H -0.696 5.365 -2.298 0.087 0.044 0.017

=====

51
Properties=species:S:1:pos:R:3:forces:R:3 method="wB97M-V/def2-TZVPD" total_charge=0 homo_lumo_gap_ev=9.8 homo_ev=-10.26 relative_energy_ev=2.117
O -2.126 -3.003 -1.603 1.473 0.470 2.267
H -2.331 -3.935 -1.475 -0.148 0.026 -0.257
H -1.498 -2.814 -0.775 -1.659 -0.503 -2.673
O 2.614 1.330 -1.436 0.064 -1.065 0.738
H 2.572 2.229 -1.710 -0.009 1.092 -0.386
H 1.728 1.174 -1.075 0.065 0.117 -0.017
O -0.259 3.394 0.232 -0.072 0.240 1.021
H -0.031 2.947 -0.589 -0.097 0.316 -0.384
H -1.024 3.947 0.049 0.479 -0.103 -0.478
O -0.020 2.479 -2.228 0.381 1.381 -1.990
H -0.018 2.739 -3.183 0.494 0.133 1.228
H -0.586 1.733 -2.310 -0.925 -1.508 0.313
O 2.069 1.828 1.934 -0.965 1.847 1.358
H 2.999 1.915 2.114 0.422 -0.386 -0.221
H 1.921 1.121 1.340 0.275 -0.994 -0.745
O 2.936 -0.564 1.105 0.975 -2.117 1.582
H 2.920 -1.570 1.142 0.244 1.540 -0.113
H 2.520 -0.373 0.290 -0.470 0.284 -1.795
O 1.073 -0.111 -3.290 -2.652 -0.394 -2.640
H 0.183 -0.011 -2.907 0.391 -0.045 -0.449
H 1.606 -0.111 -2.552 2.495 0.245 2.391
O -2.315 -1.066 1.269 -0.134 -2.937 1.162
H -2.757 -0.403 0.735 -0.699 0.639 -1.001
H -2.875 -1.899 1.268 0.629 1.902 -0.121
O 0.132 0.144 -0.108 0.303 1.299 -1.381
H 0.204 -0.764 0.075 0.459 -2.124 0.285
H -0.378 0.454 0.626 -0.723 0.938 1.307
O 1.140 -1.055 3.150 -0.768 0.682 0.524
H 1.826 -0.900 2.481 0.003 0.345 0.064
H 0.846 -0.154 3.416 0.491 -0.960 -0.392
O 2.280 -3.158 1.425 0.296 0.258 -0.877
H 1.405 -3.067 1.038 0.159 0.564 0.086
H 2.236 -3.906 1.989 0.147 -0.911 1.003
O -3.217 0.832 -0.315 -0.216 0.664 0.910
H -3.002 1.729 0.013 -0.946 0.010 0.412
H -2.694 0.865 -1.097 0.286 -0.588 -1.607
O 2.446 -1.634 -1.427 1.430 0.542 1.497
H 1.879 -2.088 -2.013 -0.623 -0.942 -1.301
H 3.355 -1.987 -1.465 -0.876 0.144 -0.215
O -1.553 0.088 -2.356 0.298 0.986 1.104
H -1.768 -0.639 -2.918 -0.424 -1.111 -0.289
H -1.332 -0.219 -1.444 0.141 -0.208 -0.884
O -1.304 1.384 2.219 0.149 -0.143 -2.262
H -0.790 1.709 2.926 0.708 0.539 1.387
H -2.071 0.905 2.484 -0.586 -0.766 0.923
O -0.276 -2.805 0.302 0.228 -0.109 0.260
H 0.040 -3.701 0.435 -0.281 -0.463 -0.300
H -0.843 -2.616 1.059 -0.061 0.554 0.441
O -2.999 3.092 1.074 -0.330 0.675 -0.366
H -2.214 2.564 1.286 0.596 0.233 0.629
H -2.649 3.952 0.800 -0.416 -0.286 0.253

=====

11
Properties=species:S:1:pos:R:3:forces:R:3 method="wB97M-V/def2-TZVPD" total_charge=0 homo_lumo_gap_ev=9.1 homo_ev=-9.19 relative_energy_ev=3.910
C -1.395 -0.317 -0.079 4.198 -0.605 0.178
C 0.156 -0.202 -0.135 0.358 2.477 0.616
N 0.977 0.647 1.021 -0.379 -1.394 1.545
O 2.042 0.170 1.336 -1.171 1.297 -0.339
S 0.515 1.359 -1.087 -0.091 0.509 -1.560
S 1.145 -1.554 -0.507 -0.399 -1.356 -1.274
H -1.588 -0.967 -0.870 -1.157 -0.282 -1.682
H -1.740 0.639 0.024 -1.582 2.122 -0.541
H -1.614 -0.814 0.774 -0.899 -1.791 2.834
H -0.596 2.145 -0.821 0.844 -0.808 0.100
H 2.098 -1.104 0.342 0.275 -0.170 0.124

=====

41
Properties=species:S:1:pos:R:3:forces:R:3 method="wB97M-V/def2-TZVPD" total_charge=-2 homo_lumo_gap_ev=2.9 homo_ev=0.93 relative_energy_ev=7.736
Cu 1.202 0.589 0.607 0.052 0.154 0.143
P 2.336 4.939 2.608 0.715 -0.458 0.192
O 1.790 4.857 1.150 0.183 -0.115 1.081
O 1.893 6.173 3.394 0.052 -0.371 -0.387
O 3.891 4.851 2.464 -0.659 0.299 -0.178
O 1.944 3.633 3.405 -0.327 0.540 -0.852
C 5.691 -0.336 -2.804 -0.388 0.652 -1.147
C 6.368 0.413 -1.686 0.495 -0.066 -0.867
O 5.536 0.294 -0.583 -0.023 -0.104 0.862
H 5.542 -1.396 -2.599 -0.234 0.185 0.243
H 6.163 -0.260 -3.784 0.768 -0.060 0.076
H 4.768 0.205 -3.011 -0.516 -0.538 0.371
H 6.544 1.456 -1.947 -0.223 0.188 -0.211
H 7.370 0.006 -1.547 0.258 -0.286 0.520
H 5.510 1.123 -0.100 -0.173 0.031 0.188
C -6.162 4.074 1.507 -1.574 0.497 0.288
C -4.690 4.043 1.490 1.765 -0.121 0.344
O -4.105 4.341 0.225 -0.686 0.095 0.013
H -6.532 3.767 2.485 0.191 -0.415 0.131
H -6.704 3.491 0.763 0.357 -0.124 -0.162
H -6.538 5.096 1.470 0.089 0.205 -0.489
H -4.273 3.102 1.852 -0.265 -0.427 -0.097
H -4.326 4.759 2.227 -0.036 0.300 0.114
H -3.169 4.472 0.390 0.227 -0.019 -0.144
C -2.772 -3.963 -1.987 -0.440 -0.869 2.076
C -1.881 -3.212 -0.936 -0.561 -1.794 -0.925
C -1.077 -4.171 -0.021 -0.676 0.763 -1.083
O -0.472 -3.398 0.935 0.312 0.548 1.186
C 0.466 -4.103 1.707 0.556 0.656 -0.256
N -0.961 -2.419 -1.685 0.179 1.315 -0.188
H -2.201 -4.757 -2.469 0.081 0.214 -0.388
H -3.341 -3.342 -2.679 0.586 0.290 -0.115
H -3.548 -4.471 -1.413 -0.310 -0.391 0.010
H -2.546 -2.604 -0.323 0.288 0.271 0.103
H -0.304 -4.622 -0.644 0.080 -0.570 -0.295
H -1.695 -4.929 0.460 -0.278 -0.393 -0.152
H 1.414 -4.208 1.179 0.111 -0.244 -0.482
H 0.110 -5.100 1.968 -0.143 -0.070 0.394
H 0.749 -3.474 2.551 -0.481 -0.214 0.257
H -1.576 -1.921 -2.313 0.373 0.765 -0.246
H -0.415 -2.998 -2.307 0.276 -0.318 0.072